Entry 1:
ORCA calculation (ωB97M-V/def2-TZVPD) on a single C6H15NO molecule.

```
23
Properties=species:S:1:pos:R:3:forces:R:3
C 2.302883 0.859272 1.314827 -0.01 0.02 -0.06
N 0.915078 0.453285 1.424189 -0.29 0.03 0.22
C 0.184608 0.188780 0.182085 -0.30 0.01 -0.22
C -0.011060 1.442176 -0.683901 0.07 -0.30 0.16
C 0.926258 -0.892788 -0.607036 -0.14 0.22 0.16
C -1.204261 -0.322867 0.654239 0.25 0.10 0.18
O -2.255105 -0.253527 -0.279778 0.03 0.14 -0.02
C -2.403863 -1.346192 -1.149742 -0.06 -0.03 -0.11
H 2.664068 1.084299 2.317320 0.09 0.00 -0.02
H 2.468715 1.743842 0.684002 0.04 -0.04 -0.01
H 2.895139 0.034750 0.922273 0.11 0.03 0.01
H 0.410049 1.160622 1.949483 0.00 -0.09 -0.04
H -0.474525 2.233634 -0.097664 -0.07 0.11 0.03
H 0.940941 1.798634 -1.070280 0.09 0.07 -0.03
H -0.663902 1.217126 -1.522052 -0.06 0.04 -0.13
H 1.860348 -0.504145 -1.004769 0.11 -0.01 -0.08
H 0.326743 -1.237194 -1.442726 -0.03 -0.03 -0.11
H 1.145092 -1.736325 0.043116 0.03 -0.13 0.05
H -1.533882 0.316958 1.479466 0.10 -0.05 0.01
H -1.093898 -1.343914 1.041942 0.00 0.03 0.01
H -2.250879 -2.297190 -0.627572 0.01 -0.01 -0.01
H -3.427635 -1.302206 -1.522061 0.05 -0.09 -0.04
H -1.720913 -1.297028 -2.005363 -0.03 -0.02 0.04
```
Forces are in eV/Å.

Properties
- SMILES string = CNC(C)(C)COC
- E_tot (hartree) = -367.57344
- molar mass (g mol⁻¹) = 117.2
- max |F| (Eh/bohr) = 0.0071
- orbital gap (Ha) = 0.357
- ΔE to the lowest compared entry with this formula, charge and spin (eV) = 1.574
- E_LUMO (eV) = 1.0



Entry 2:
ORCA calculation (ωB97M-V/def2-TZVPD) on a single C6H15NO molecule in a non-equilibrium geometry.

```
23
Properties=species:S:1:pos:R:3:forces:R:3
C -1.464031 -0.905540 0.097296 0.25 0.02 -0.03
C 0.023677 -1.160214 0.307286 0.54 0.84 0.62
C 0.267559 -1.859113 1.642881 -0.03 -0.07 -0.29
C 0.908688 0.172214 0.226726 -0.91 -1.74 -0.28
C 0.366098 1.330855 1.045879 0.09 -0.05 -0.21
C 1.130932 0.512491 -1.241629 -0.31 1.51 -0.71
O 0.466359 1.738184 -1.699274 0.25 -0.41 -0.01
N -0.883094 1.514930 -2.116653 0.16 -0.34 0.09
H -1.880727 -0.351295 0.935383 -0.07 0.07 0.14
H -1.627029 -0.320729 -0.804628 -0.13 -0.07 -0.08
H -1.996182 -1.853718 0.033267 -0.09 -0.04 -0.06
H 0.365163 -1.839109 -0.483431 0.12 0.18 0.01
H 1.326767 -2.068604 1.782903 0.10 -0.01 0.08
H -0.263995 -2.808985 1.671842 -0.08 -0.08 0.10
H -0.080817 -1.247446 2.472055 -0.03 0.05 0.14
H 1.888202 -0.105655 0.631407 -0.03 0.01 -0.01
H -0.635124 1.606898 0.729383 -0.11 0.05 -0.06
H 0.328379 1.072164 2.100822 0.04 0.01 0.12
H 1.003605 2.203378 0.909035 0.00 0.07 0.13
H 0.864000 -0.287557 -1.938419 -0.02 -0.05 0.23
H 2.181458 0.766968 -1.401942 -0.04 -0.02 -0.07
H -0.881723 1.576442 -3.135915 0.12 0.15 0.21
H -1.408164 2.313440 -1.764275 0.22 -0.07 -0.05
```
Forces are in eV/Å.

Properties
- SMILES string = CC(C)[C@H](C)CON
- E_tot (hartree) = -367.53352
- molar mass (g mol⁻¹) = 117.2
- max |F| (Eh/bohr) = 0.0386
- orbital gap (Ha) = 0.383
- ΔE to the lowest compared entry with this formula, charge and spin (eV) = 2.661
- E_LUMO (eV) = 1.0



Entry 3:
ORCA calculation (ωB97M-V/def2-TZVPD) on a single C6H15NO molecule in a non-equilibrium geometry.

```
23
Properties=species:S:1:pos:R:3:forces:R:3
C -1.308138 1.638391 0.633211 1.24 -0.40 -0.65
C 0.044937 1.025279 0.058910 -1.52 0.76 0.78
C 1.169808 1.417125 1.012341 -0.06 0.06 -0.21
C -0.080599 -0.490660 -0.121978 1.60 -0.29 -1.31
C -1.140931 -0.850482 -1.175508 0.31 -0.01 0.22
N -0.323535 -1.133951 1.145924 0.16 -0.10 0.47
C 1.360990 -0.991016 -0.658083 -1.26 0.20 0.72
O 1.339434 -2.320286 -1.123698 -0.04 -0.33 -0.22
H -1.195229 2.717948 0.704952 -0.04 0.08 0.08
H -1.501662 1.241230 1.626014 -0.02 -0.04 0.13
H -2.158612 1.434581 -0.011521 -0.07 -0.03 -0.05
H 0.205342 1.478699 -0.923440 0.07 -0.03 -0.04
H 1.044812 0.890345 1.954809 0.03 -0.04 0.09
H 2.155296 1.193685 0.612942 0.13 -0.06 -0.03
H 1.140547 2.487758 1.202242 -0.02 0.11 0.05
H -0.942191 -0.349296 -2.120794 -0.03 0.11 -0.16
H -1.149462 -1.927645 -1.342654 -0.02 -0.03 0.02
H -2.135076 -0.568618 -0.838197 -0.09 0.05 0.01
H 0.098920 -2.053493 1.192989 -0.30 -0.01 -0.07
H -1.308009 -1.171058 1.378050 0.11 -0.20 -0.03
H 2.041398 -1.007744 0.192967 0.01 0.16 -0.04
H 1.760697 -0.319475 -1.428744 -0.21 0.10 0.14
H 0.881260 -2.341318 -1.970734 0.04 -0.05 0.09
```
Forces are in eV/Å.

Properties
- SMILES string = CC(C)[C@](C)(N)CO
- E_tot (hartree) = -367.59765
- molar mass (g mol⁻¹) = 117.2
- max |F| (Eh/bohr) = 0.0406
- orbital gap (Ha) = 0.366
- ΔE to the lowest compared entry with this formula, charge and spin (eV) = 0.916
- E_LUMO (eV) = 0.8



Entry 4:
ORCA calculation (ωB97M-V/def2-TZVPD) on 2 unconnected molecules or ions with the total composition C6H15NO2 in a non-equilibrium geometry.

```
24
Properties=species:S:1:pos:R:3:forces:R:3
C 2.167788 -0.724345 -1.062393 -0.12 -0.09 -0.36
C 0.814073 -0.543079 -1.741469 0.69 0.06 -0.18
C 0.521978 0.904042 -2.125456 -0.10 -0.28 0.18
N -0.347846 -1.105673 -1.017869 0.25 -2.26 0.66
O -0.114827 -2.092174 -0.324083 -0.16 1.89 -1.37
H 2.976159 -0.428266 -1.737123 -0.16 -0.07 0.01
H 2.316956 -1.753446 -0.765032 0.06 -0.21 0.04
H 2.238790 -0.103560 -0.182915 0.00 0.25 0.36
H 0.798823 -1.146238 -2.661671 -0.08 0.00 0.03
H -0.479430 0.986289 -2.537980 -0.10 0.05 -0.08
H 1.238266 1.247602 -2.868541 0.04 0.01 -0.01
H 0.589345 1.551957 -1.253156 0.03 0.07 0.06
C -1.889353 0.482247 0.455028 1.12 0.73 3.18
C -0.491291 0.389183 1.474879 -2.00 -0.56 -2.77
C -0.791490 -0.633217 2.545431 0.18 0.20 -0.27
O -0.159081 1.616553 2.050201 -0.26 0.72 0.15
H -1.937375 1.129438 -0.420655 0.77 -0.43 -0.22
H -2.547386 0.994346 1.155079 -0.35 0.11 0.26
H -2.332852 -0.498553 0.334252 0.26 -0.07 -0.42
H 0.341266 0.042034 0.851586 -0.07 0.13 0.29
H -0.841062 -1.622565 2.090475 -0.09 0.00 0.09
H -1.731930 -0.396813 3.038505 -0.07 -0.04 0.08
H 0.010835 -0.622499 3.278264 0.06 -0.04 0.16
H -0.350357 2.326738 1.424644 0.09 -0.18 0.13
```
Forces are in eV/Å.

Properties
- SMILES string = CC(C)N=O.CC(C)O
- E_tot (hartree) = -442.72420
- molar mass (g mol⁻¹) = 133.2
- max |F| (Eh/bohr) = 0.0673
- orbital gap (Ha) = 0.331
- ΔE to the lowest compared entry with this formula, charge and spin (eV) = 4.272
- E_LUMO (eV) = -0.1



Entry 5:
ORCA calculation (ωB97M-V/def2-TZVPD) on a single C6H15NO2 molecule.

```
24
Properties=species:S:1:pos:R:3:forces:R:3
C 0.196321 1.882546 0.428683 0.05 -0.31 -0.11
C 0.633673 0.448518 0.122369 0.18 -0.16 -0.22
C 1.159732 -0.218873 1.396267 -0.14 0.02 -0.26
C 1.783186 0.509943 -0.912962 -0.29 0.29 0.14
O 2.349392 -0.734021 -1.219369 0.11 -0.47 -0.20
C -0.543559 -0.346275 -0.502409 -0.27 0.63 0.45
O -0.185732 -1.687217 -0.802359 0.06 -0.45 -0.04
C -1.843817 -0.353177 0.330802 0.29 -0.07 -0.36
N -2.926179 -1.074024 -0.311380 -0.22 -0.15 -0.15
H -0.300797 2.328240 -0.430013 -0.10 0.13 -0.10
H -0.479437 1.910059 1.278926 -0.09 0.07 0.08
H 1.066160 2.489178 0.670027 0.08 0.09 0.04
H 1.903875 0.425920 1.857700 0.10 0.04 0.09
H 1.646380 -1.164089 1.162773 0.04 -0.07 0.06
H 0.362834 -0.387193 2.116905 -0.05 -0.01 0.14
H 2.599932 1.116631 -0.511934 -0.09 0.08 0.00
H 1.410609 0.999745 -1.826989 0.01 0.06 0.10
H 1.622602 -1.329409 -1.461432 0.16 0.08 0.08
H -0.770556 0.096106 -1.482107 0.01 0.02 0.11
H -0.031871 -2.145221 0.033276 0.06 -0.03 -0.03
H -2.181290 0.666357 0.515321 0.08 -0.01 0.11
H -1.658940 -0.840432 1.293502 0.08 0.16 0.05
H -3.209420 -0.595326 -1.160516 0.00 -0.09 0.05
H -2.603099 -1.997987 -0.585081 -0.08 0.14 -0.03
```
Forces are in eV/Å.

Properties
- SMILES string = CC(C)(CO)[C@@H](O)CN
- E_tot (hartree) = -442.84187
- molar mass (g mol⁻¹) = 133.2
- max |F| (Eh/bohr) = 0.0159
- orbital gap (Ha) = 0.367
- ΔE to the lowest compared entry with this formula, charge and spin (eV) = 1.070
- E_LUMO (eV) = 0.7



Entry 6:
ORCA calculation (ωB97M-V/def2-TZVPD) on a molecular structure, C6H15NO2Sn in a non-equilibrium geometry.

```
25
Properties=species:S:1:pos:R:3:forces:R:3
Sn -2.489524 1.949358 -0.517199 1.26 -2.20 0.04
C 3.435919 1.312661 0.739939 0.43 -1.31 -0.35
O 2.315738 0.623997 0.160705 -0.64 -0.11 -0.41
C 1.951522 1.122874 -1.142937 -0.30 -0.10 2.05
C 0.861978 0.251340 -1.789634 1.60 1.35 -1.47
N -0.458325 0.151010 -1.182367 -1.55 1.40 1.09
C -0.358104 -0.327224 0.218849 -0.06 -1.07 -0.97
C -1.452083 -1.297946 0.617934 1.55 0.98 -0.03
O -2.716277 -0.683437 0.634410 0.01 2.07 -0.53
C -3.713078 -1.363082 1.387856 -0.78 -1.00 0.44
H 3.640875 0.913490 1.732613 -0.58 0.01 0.09
H 3.298649 2.391090 0.807527 0.12 0.03 -0.34
H 4.281604 0.935909 0.161345 0.41 0.98 -0.12
H 2.800993 1.178533 -1.825530 0.06 -0.19 -0.05
H 1.644196 2.145845 -0.906585 -0.42 0.30 -0.76
H 1.294262 -0.734763 -1.984691 -0.28 -0.27 0.45
H 0.775870 0.682571 -2.789790 -0.35 -0.03 -0.05
H -1.014263 -0.501960 -1.723277 0.01 -0.17 -0.12
H -0.219590 0.486237 0.931445 0.03 0.15 0.00
H 0.558609 -0.920484 0.207290 0.11 0.12 0.65
H -1.032121 -1.489394 1.608297 -0.98 -1.05 0.31
H -1.449385 -2.125815 -0.092040 -0.06 -0.43 0.44
H -3.820560 -2.378927 1.002836 -0.06 0.05 -0.18
H -4.670659 -0.854445 1.297636 0.17 0.13 -0.15
H -3.466243 -1.467439 2.445368 0.30 0.36 -0.03
```
Forces are in eV/Å.

Properties
- E_tot (hartree) = -656.38511
- molar mass (g mol⁻¹) = 251.9
- max |F| (Eh/bohr) = 0.0497
- charge = +2
- orbital gap (Ha) = 0.176
- ΔE to the lowest compared entry with this formula, charge and spin (eV) = 0.445
- E_LUMO (eV) = -11.2



Q: Look up the molar mass of the fourth one.
A: 133.2 g mol⁻¹



Q: The lowest E_tot belongs to which entry?
A: C6H15NO2Sn



Please write out number 1 again, unchanged.
ORCA calculation (ωB97M-V/def2-TZVPD) on a single C6H15NO molecule.

```
23
Properties=species:S:1:pos:R:3:forces:R:3
C 2.302883 0.859272 1.314827 -0.01 0.02 -0.06
N 0.915078 0.453285 1.424189 -0.29 0.03 0.22
C 0.184608 0.188780 0.182085 -0.30 0.01 -0.22
C -0.011060 1.442176 -0.683901 0.07 -0.30 0.16
C 0.926258 -0.892788 -0.607036 -0.14 0.22 0.16
C -1.204261 -0.322867 0.654239 0.25 0.10 0.18
O -2.255105 -0.253527 -0.279778 0.03 0.14 -0.02
C -2.403863 -1.346192 -1.149742 -0.06 -0.03 -0.11
H 2.664068 1.084299 2.317320 0.09 0.00 -0.02
H 2.468715 1.743842 0.684002 0.04 -0.04 -0.01
H 2.895139 0.034750 0.922273 0.11 0.03 0.01
H 0.410049 1.160622 1.949483 0.00 -0.09 -0.04
H -0.474525 2.233634 -0.097664 -0.07 0.11 0.03
H 0.940941 1.798634 -1.070280 0.09 0.07 -0.03
H -0.663902 1.217126 -1.522052 -0.06 0.04 -0.13
H 1.860348 -0.504145 -1.004769 0.11 -0.01 -0.08
H 0.326743 -1.237194 -1.442726 -0.03 -0.03 -0.11
H 1.145092 -1.736325 0.043116 0.03 -0.13 0.05
H -1.533882 0.316958 1.479466 0.10 -0.05 0.01
H -1.093898 -1.343914 1.041942 0.00 0.03 0.01
H -2.250879 -2.297190 -0.627572 0.01 -0.01 -0.01
H -3.427635 -1.302206 -1.522061 0.05 -0.09 -0.04
H -1.720913 -1.297028 -2.005363 -0.03 -0.02 0.04
```
Forces are in eV/Å.

Properties
- SMILES string = CNC(C)(C)COC
- E_tot (hartree) = -367.57344
- molar mass (g mol⁻¹) = 117.2
- max |F| (Eh/bohr) = 0.0071
- orbital gap (Ha) = 0.357
- ΔE to the lowest compared entry with this formula, charge and spin (eV) = 1.574
- E_LUMO (eV) = 1.0